Record 1
98
Properties=species:S:1:pos:R:3:mulliken_charge:R:1 method="wB97M-V/def2-TZVPD" energy_ha=-9280.116530 molar_mass_g_mol=999.98 multiplicity=1 total_charge=+1 e_homo_ev=-11.8
C -1.600 6.727 -1.845 -0.8104
C -1.642 6.817 -3.481 0.2212
Cl -1.806 8.597 -4.050 -0.1709
C -2.933 5.883 -3.991 -0.7818
S -2.692 4.181 -3.245 0.2088
C -1.642 3.083 -4.402 -0.4908
Br -0.565 4.124 -5.728 0.0313
C -0.656 2.217 -3.365 -0.4070
C 0.334 3.226 -2.531 -0.5293
Br 0.369 0.924 -4.495 -0.0153
S -4.525 3.112 -3.086 0.9598
C -5.916 4.089 -2.297 -0.9360
O -4.186 1.835 -2.226 -0.4900
O -4.917 2.541 -4.504 -0.5577
H -2.690 6.566 -1.442 0.2119
H -1.052 7.669 -1.415 0.3702
H -0.974 5.775 -1.514 0.2282
H -0.611 6.432 -3.909 0.1934
H -3.959 6.388 -3.730 0.4867
H -2.854 5.888 -5.174 0.3860
H -2.340 2.327 -5.004 0.6421
H -1.403 1.715 -2.593 0.4301
H 0.355 4.330 -2.930 0.1528
H 1.426 2.801 -2.625 0.3096
H 0.034 3.247 -1.400 0.1922
H -6.263 4.983 -2.996 0.3762
H -6.844 3.359 -2.193 0.4115
H -5.650 4.457 -1.196 0.3511
C 0.348 -1.851 -0.714 -0.5508
N 0.591 -0.394 -0.533 0.9973
O -0.399 0.329 -0.372 -0.5806
O 1.769 -0.018 -0.558 -0.5014
H -0.727 -2.038 -0.671 0.1014
H 0.749 -2.133 -1.690 0.3038
H 0.864 -2.374 0.093 0.2833
C -0.861 9.757 -7.095 -0.6652
N 0.087 9.645 -8.236 0.8259
O -0.352 9.173 -9.292 -0.5001
O 1.244 10.034 -8.040 -0.4966
H -1.837 9.380 -7.408 0.3251
H -0.461 9.158 -6.274 0.2044
H -0.925 10.812 -6.821 0.3096
C -4.283 -2.661 -1.986 -0.6956
N -3.057 -3.299 -1.434 0.8720
O -3.053 -3.566 -0.227 -0.5055
O -2.134 -3.514 -2.229 -0.5022
H -5.008 -2.532 -1.180 0.2942
H -3.992 -1.694 -2.402 0.2533
H -4.679 -3.323 -2.759 0.2799
C 1.002 -0.027 3.715 -0.7423
N 1.125 -1.491 3.477 0.8664
O 1.029 -1.885 2.309 -0.5413
O 1.315 -2.202 4.470 -0.5045
H 0.838 0.474 2.758 0.1951
H 0.152 0.128 4.382 0.3177
H 1.934 0.312 4.173 0.3171
C 4.123 -0.641 -2.530 -0.3024
N 3.968 -1.986 -3.147 0.9593
O 2.859 -2.269 -3.616 -0.5450
O 4.963 -2.720 -3.143 -0.5657
H 3.174 -0.107 -2.603 0.0000
H 4.403 -0.789 -1.485 0.1786
H 4.905 -0.115 -3.080 0.3081
C -7.705 -4.919 -0.976 -0.6994
N -7.564 -3.734 -1.864 0.8065
O -7.252 -2.662 -1.332 -0.5087
O -7.770 -3.913 -3.070 -0.4877
H -7.496 -4.616 0.053 0.3106
H -8.731 -5.281 -1.070 0.2968
H -6.986 -5.669 -1.311 0.2882
C 0.459 -3.805 7.249 -0.4301
N -0.432 -3.311 8.333 0.8728
O -1.539 -3.850 8.446 -0.5336
O 0.005 -2.395 9.040 -0.5307
H -0.051 -4.606 6.710 0.3076
H 0.667 -2.964 6.584 0.1363
H 1.373 -4.177 7.717 0.2228
C 4.359 -5.632 5.012 -0.8555
N 3.468 -5.138 6.097 0.9649
O 2.361 -5.677 6.209 -0.5114
O 3.905 -4.223 6.804 -0.5050
H 3.849 -6.433 4.473 0.3126
H 4.567 -4.791 4.348 0.2996
H 5.273 -6.004 5.481 0.3007
C 7.558 -1.244 0.047 -0.7126
N 6.217 -0.719 0.424 0.8263
O 5.669 0.054 -0.370 -0.5446
O 5.754 -1.098 1.505 -0.4870
H 7.840 -0.829 -0.923 0.2954
H 8.263 -0.931 0.820 0.3022
H 7.483 -2.332 -0.005 0.3034
C 4.309 -6.395 9.971 -0.6400
N 4.903 -7.438 9.092 0.8197
O 5.563 -8.330 9.637 -0.5056
O 4.689 -7.332 7.878 -0.5037
H 4.576 -6.613 11.007 0.3123
H 4.718 -5.431 9.661 0.2629
H 3.226 -6.429 9.837 0.2472


Record 2
73
Properties=species:S:1:pos:R:3:mulliken_charge:R:1 method="wB97M-V/def2-TZVPD" smiles="NC[C@@H](OCCC(=O)I)[PH2]=O.COC[C@@H](C)N.COC[C@@H](C)N.COC[C@@H](C)N" energy_ha=-1983.531196 molar_mass_g_mol=558.44 multiplicity=1 total_charge=0 e_homo_ev=-8.8
N 4.174 -3.139 0.800 -0.5514
C 4.841 -3.464 2.062 -0.5902
C 6.241 -4.081 1.834 0.0000
O 7.291 -3.221 2.170 -0.3046
C 7.397 -2.123 1.297 -0.5618
C 7.740 -0.872 2.096 -0.4719
C 6.860 -0.782 3.299 0.1916
O 7.047 -1.318 4.345 -0.4093
I 5.019 0.380 3.045 -0.0219
P 6.462 -5.535 2.992 0.3583
O 7.768 -5.548 3.663 -0.6134
H 3.469 -2.431 0.970 0.3364
H 3.720 -3.958 0.437 0.2713
H 4.242 -4.188 2.602 0.5044
H 4.950 -2.586 2.673 -0.0358
H 6.299 -4.405 0.803 0.4743
H 6.509 -1.972 0.697 0.3807
H 8.215 -2.289 0.610 0.3268
H 8.752 -0.953 2.443 0.3115
H 7.598 0.009 1.494 0.4373
H 5.442 -5.397 3.956 0.0378
H 6.174 -6.708 2.260 0.0722
C -1.406 -0.828 0.078 -0.4994
O -0.340 -0.032 0.564 -0.3990
C 0.153 -0.389 1.840 -0.7323
C 1.111 -1.587 1.859 0.4148
C 0.429 -2.941 1.685 -1.5668
N 2.172 -1.454 0.855 -0.5692
H -2.079 -1.137 0.883 0.3008
H -1.033 -1.704 -0.457 0.2582
H -1.969 -0.223 -0.633 0.0974
H 0.707 0.488 2.187 0.3459
H -0.679 -0.537 2.542 0.4072
H 1.586 -1.590 2.844 0.3451
H 0.177 -3.145 0.645 0.3688
H 1.098 -3.739 2.010 0.3194
H -0.484 -3.006 2.279 0.3743
H 2.706 -0.611 1.051 0.1506
H 1.729 -1.263 -0.040 0.2539
C -5.882 2.300 -0.633 -0.7818
O -4.740 1.565 -0.236 -0.4065
C -3.693 2.330 0.333 -0.2711
C -3.892 2.717 1.804 0.3282
C -4.901 3.839 2.028 -1.4854
N -4.268 1.567 2.633 -0.7207
H -5.609 3.284 -1.024 0.3351
H -6.592 2.409 0.190 0.2946
H -6.377 1.737 -1.424 0.2869
H -2.809 1.691 0.275 0.0373
H -3.486 3.212 -0.288 0.3855
H -2.924 3.079 2.162 0.4168
H -5.929 3.484 1.973 0.3037
H -4.768 4.267 3.022 0.3666
H -4.774 4.640 1.297 0.3382
H -3.531 0.869 2.587 0.2164
H -5.066 1.116 2.191 0.3541
C -4.396 4.463 -4.641 -0.7346
O -3.825 3.594 -3.681 -0.3602
C -4.067 2.215 -3.889 -0.2431
C -3.184 1.546 -4.951 0.2268
C -3.567 1.882 -6.390 -1.4506
N -1.762 1.846 -4.756 -0.7022
H -5.367 4.099 -4.987 0.3397
H -3.730 4.607 -5.495 0.2345
H -4.536 5.433 -4.164 0.2569
H -3.853 1.741 -2.927 0.0265
H -5.133 2.044 -4.094 0.4064
H -3.314 0.467 -4.828 0.4235
H -3.204 2.863 -6.693 0.2982
H -3.123 1.158 -7.072 0.3610
H -4.649 1.857 -6.530 0.3367
H -1.470 1.503 -3.845 0.2410
H -1.665 2.855 -4.686 0.3297